The ion C5H6N with charge +1, computed with ωB97M-V/def2-TZVPD.

```
12
Properties=species:S:1:pos:R:3:forces:R:3
N 0.22997 1.08666 0.13192 -0.83 1.94 -0.48
C 2.37090 -0.08287 -0.05671 1.69 -0.98 1.16
C 1.13016 0.26181 0.03763 1.40 1.72 0.32
C -1.03901 1.23300 0.06480 0.13 0.23 0.96
C -1.75760 0.00611 0.07162 -1.39 -2.92 0.25
C -1.04943 -1.11199 -0.15807 -0.04 1.26 -0.95
H -0.02462 -0.87656 -0.53886 -0.88 -1.65 0.11
H -1.43710 -2.10144 -0.20657 -0.12 -0.56 0.12
H -2.83749 -0.14387 0.31527 0.99 0.91 -0.32
H -1.57298 2.18219 0.14616 0.69 0.01 -0.15
H 2.80251 -1.08118 -0.00370 -0.71 -0.15 -0.52
H 3.18469 0.62814 0.19650 -0.94 0.19 -0.49
```
Positions in Å, forces in eV/Å.

Output
Charge: +1
Spin multiplicity: 1
SMILES: C=C=[N+]=CC=C
Energy relative to the best compared isomer or geometry (same formula, charge and spin) in kcal per mole: 93.2
Kohn-Sham gap in eV: 8.513
HOMO level in eV: -14.79
LUMO in Eh: -0.231